No. 1
A cluster of 7 separate species, C53H57FN2O2 in total at a distorted geometry, computed with wB97M-V/def2-TZVPD.

Geometry as XYZ:
```
115
Properties=species:S:1:pos:R:3
C 5.461 -2.149 -2.140
C 6.418 -0.955 -2.201
O 6.712 -0.508 -3.528
C 5.703 -0.019 -4.271
O 5.840 0.044 -5.452
C 4.471 0.548 -3.622
C 4.603 2.065 -3.495
C 3.356 2.745 -2.909
C 2.673 1.957 -1.823
C 1.643 1.105 -2.176
C 0.961 0.323 -1.223
N -0.066 -0.479 -1.630
C -0.672 -1.166 -0.700
C -1.832 -2.007 -1.163
C -2.351 -3.034 -0.179
F -2.871 -1.161 -1.530
C -0.288 -1.076 0.658
N 0.677 -0.316 1.097
C 1.323 0.400 0.128
C 2.365 1.277 0.484
C 3.044 2.040 -0.445
C 4.167 2.934 0.029
H 4.499 -1.832 -1.743
H 5.290 -2.615 -3.106
H 5.840 -2.898 -1.453
H 7.365 -1.244 -1.767
H 6.024 -0.136 -1.601
H 3.659 0.352 -4.315
H 4.193 0.084 -2.684
H 4.739 2.432 -4.509
H 5.511 2.338 -2.962
H 2.643 2.981 -3.691
H 3.669 3.698 -2.489
H 1.318 1.034 -3.202
H -1.525 -2.521 -2.072
H -1.530 -3.473 0.376
H -2.981 -3.776 -0.649
H -2.975 -2.509 0.546
H -0.835 -1.649 1.392
H 2.678 1.370 1.510
H 4.958 2.320 0.454
H 4.575 3.554 -0.754
H 3.801 3.556 0.841
C -0.563 5.437 -2.203
C -0.436 4.106 -1.831
C -1.557 3.303 -1.702
C -2.820 3.829 -1.940
C -2.952 5.161 -2.309
C -1.825 5.964 -2.441
H 0.316 6.060 -2.305
H 0.539 3.680 -1.628
H -1.444 2.265 -1.410
H -3.699 3.204 -1.837
H -3.935 5.575 -2.492
H -1.932 7.003 -2.729
C 6.549 -7.899 -1.552
C 5.515 -7.389 -2.325
C 4.758 -6.324 -1.856
C 5.034 -5.772 -0.613
C 6.064 -6.285 0.163
C 6.823 -7.348 -0.308
H 7.142 -8.725 -1.920
H 5.299 -7.821 -3.293
H 3.953 -5.925 -2.460
H 4.445 -4.940 -0.248
H 6.277 -5.857 1.134
H 7.627 -7.748 0.296
C -7.230 -7.011 0.351
C -7.782 -5.881 -0.237
C -7.228 -4.632 0.003
C -6.122 -4.512 0.834
C -5.574 -5.641 1.426
C -6.127 -6.891 1.184
H -7.660 -7.986 0.159
H -8.645 -5.975 -0.883
H -7.656 -3.751 -0.457
H -5.689 -3.538 1.019
H -4.714 -5.547 2.078
H -5.698 -7.772 1.645
C -1.859 2.043 2.228
C -2.446 3.225 1.797
C -3.298 3.925 2.640
C -3.565 3.440 3.914
C -2.984 2.255 4.342
C -2.130 1.556 3.499
H -1.188 1.501 1.572
H -2.238 3.601 0.804
H -3.754 4.847 2.304
H -4.229 3.986 4.573
H -3.196 1.875 5.333
H -1.673 0.633 3.834
C -7.488 1.930 1.270
C -6.104 2.033 1.273
C -5.367 1.504 0.222
C -6.014 0.870 -0.830
C -7.398 0.763 -0.830
C -8.135 1.294 0.220
H -8.063 2.346 2.088
H -5.596 2.523 2.093
H -4.287 1.586 0.225
H -5.438 0.457 -1.649
H -7.903 0.265 -1.648
H -9.215 1.211 0.219
C 3.612 2.549 5.286
C 3.782 3.858 5.717
C 2.857 4.831 5.364
C 1.763 4.497 4.577
C 1.598 3.190 4.142
C 2.520 2.215 4.497
H 4.331 1.789 5.567
H 4.636 4.119 6.329
H 2.989 5.851 5.702
H 1.040 5.255 4.302
H 0.747 2.928 3.525
H 2.387 1.195 4.158
```

Summary:
**Net charge**: 0
**SMILES**: CCOC(=O)CCCc1cc2nc([C@@H](C)F)cnc2cc1C.c1ccccc1.c1ccccc1.c1ccccc1.c1ccccc1.c1ccccc1.c1ccccc1
**Orbital gap**: 8.6 eV
**Lowest unoccupied orbital energy**: -0.59 eV

No. 2
A structure of composition C6H10, computed with wB97M-V/def2-TZVPD.

Geometry as XYZ:
```
16
Properties=species:S:1:pos:R:3
C -0.267 0.189 -1.799
C 0.157 -0.294 -0.427
C -0.810 -1.543 0.696
C -0.834 -0.095 0.793
C 0.290 0.547 1.623
C 1.241 0.420 0.412
H -1.234 -0.243 -2.080
H 0.464 -0.112 -2.558
H -0.360 1.280 -1.831
H -1.583 -1.797 -0.061
H 0.408 -1.389 -0.460
H -1.733 0.484 0.569
H 0.106 1.577 1.940
H 0.566 -0.059 2.490
H 2.153 -0.163 0.566
H 1.509 1.385 -0.028
```

Summary:
**Net charge**: 0
**Orbital gap**: 9.2 eV
**ΔE to the lowest compared entry with this formula, charge and spin**: 94.5 kcal/mol
**Lowest unoccupied orbital energy**: 1.02 eV

No. 3
The ion C4H10NO with charge -1 at a distorted geometry, computed with wB97M-V/def2-TZVPD.

Geometry as XYZ:
```
16
Properties=species:S:1:pos:R:3
C -0.633 1.837 0.242
N 0.323 1.204 1.150
C 1.027 0.029 0.505
C 0.124 -1.172 0.195
C -0.223 -1.285 -1.341
O -0.608 -0.162 -1.918
H -1.196 2.540 0.848
H -1.294 1.113 -0.274
H -0.167 2.183 -0.688
H -0.153 0.674 1.873
H 1.591 -0.303 1.394
H 1.745 0.371 -0.236
H 0.328 -2.164 0.608
H -0.787 -0.887 0.733
H 0.721 -1.702 -1.811
H -0.799 -2.275 -1.280
```

Summary:
**Net charge**: -1
**SMILES**: CNCCC[O-]
**Orbital gap**: 6.9 eV
**ΔE to the lowest compared entry with this formula, charge and spin**: 32.1 kcal/mol
**Lowest unoccupied orbital energy**: 4.46 eV

No. 4
A structure of composition C21H24F32O6STa, computed with wB97M-V/def2-TZVPD.

Geometry as XYZ:
```
85
Properties=species:S:1:pos:R:3
O -1.499 3.505 4.085
S -0.571 2.824 3.197
O 0.769 3.365 3.112
C -1.306 2.465 1.676
Ta -0.011 2.086 -0.197
H -0.415 1.563 3.670
H -1.884 1.551 1.876
H -2.020 3.276 1.474
H -1.144 0.693 -0.720
H -1.081 3.076 -1.341
H 0.922 3.667 0.051
H 1.057 0.980 0.880
H 1.180 1.640 -1.536
C -0.628 -5.049 -2.272
C -1.622 -4.245 -1.428
C -2.391 -3.119 -2.130
F -1.542 -2.184 -2.585
F -3.237 -2.559 -1.243
F -1.034 -3.788 -0.311
F -2.590 -5.149 -1.060
O 0.734 -4.689 -2.164
C 1.315 -3.778 -2.993
C 1.900 -2.588 -2.218
F 0.926 -1.973 -1.540
F 2.433 -1.718 -3.110
F 0.491 -3.366 -3.970
F 2.365 -4.402 -3.604
H -0.676 -6.056 -1.860
H -0.954 -5.096 -3.313
H -2.970 -3.523 -2.967
H 2.680 -2.926 -1.532
C -7.511 3.438 1.603
C -8.417 2.646 0.656
C -8.045 1.187 0.369
F -6.859 1.108 -0.256
F -8.991 0.655 -0.441
F -8.603 3.309 -0.501
F -9.631 2.568 1.295
O -6.553 4.283 1.011
C -5.281 3.849 0.739
C -4.919 3.993 -0.748
F -5.792 3.294 -1.507
F -3.685 3.503 -0.929
F -5.078 2.592 1.168
F -4.428 4.653 1.413
H -8.193 4.112 2.123
H -7.066 2.776 2.348
H -8.012 0.611 1.297
H -4.952 5.046 -1.037
C 1.705 1.529 6.193
C 0.885 0.291 6.558
C -0.055 0.404 7.761
F 0.643 0.647 8.892
F -0.709 -0.770 7.918
F 1.683 -0.789 6.699
F 0.053 0.057 5.500
O 3.052 1.528 6.635
C 3.433 2.036 7.833
C 4.133 0.986 8.712
F 3.311 -0.049 8.968
F 4.470 1.558 9.893
F 2.426 2.628 8.500
F 4.374 2.992 7.601
H 1.782 1.522 5.105
H 1.185 2.449 6.463
H -0.785 1.200 7.601
H 5.034 0.627 8.212
C 4.050 -1.577 -6.277
C 3.957 -2.894 -7.051
C 4.627 -4.118 -6.424
F 5.957 -3.926 -6.304
F 4.426 -5.187 -7.229
F 4.383 -2.736 -8.322
F 2.627 -3.212 -7.092
O 5.040 -0.662 -6.703
C 6.303 -0.659 -6.199
C 7.360 -0.873 -7.296
F 7.172 -2.055 -7.913
F 8.587 -0.884 -6.724
F 6.465 -1.534 -5.193
F 6.546 0.580 -5.699
H 3.108 -1.068 -6.478
H 4.093 -1.758 -5.201
H 4.193 -4.325 -5.442
H 7.304 -0.063 -8.025
```

Summary:
**Net charge**: -1
**Orbital gap**: 7.6 eV
**ΔE to the lowest compared entry with this formula, charge and spin**: 0.0 kcal/mol
**Lowest unoccupied orbital energy**: 2.06 eV